# 1
Here is an isolated molecule of C4H8OS3 from OMol25. Energies are from ωB97M-V with the def2-TZVPD basis set.

M: 168.308 u
HOMO energy: -8.806 eV
SMILES: C[C@@](O)(CS)C(=S)S
E: -1426.99828 Eh
Relative energy (zero: lowest compared OMol25 entry of this formula, charge and spin): 34.2 kJ/mol
Orbital gap: 8.57 eV

Geometry as ORCA input:
```
! RIJCOSX wB97M-V def2-TZVPD def2/J DEFGRID3
* xyz 0 1
C -0.489 0.159 1.830
C -0.283 -0.202 0.341
O -0.492 -1.580 0.156
C -1.246 0.605 -0.566
S -2.976 0.110 -0.385
C 1.174 0.139 -0.041
S 1.679 1.692 -0.143
S 2.275 -1.153 -0.369
H -0.285 1.181 2.048
H 0.178 -0.429 2.455
H -1.492 -0.050 2.129
H -1.358 -1.788 0.523
H -1.173 1.693 -0.354
H -0.969 0.472 -1.612
H -2.962 -0.872 -1.303
H 1.415 -2.158 -0.170
*
```

=====

# 2
Here is a structure of composition C4H8S from OMol25. Energies are from ωB97M-V with the def2-TZVPD basis set.

M: 88.175 u
HOMO energy: -8.879 eV
E: -555.21556 Eh
Relative energy (zero: lowest compared OMol25 entry of this formula, charge and spin): 405.3 kJ/mol
Orbital gap: 9.11 eV

Geometry as ORCA input:
```
! RIJCOSX wB97M-V def2-TZVPD def2/J DEFGRID3
* xyz 0 1
C 2.560 -0.915 1.082
C 1.536 -0.839 0.114
C 0.210 -0.334 0.444
C -0.722 -0.319 -0.774
H 2.142 -0.686 1.987
H 2.922 -2.013 1.154
H 3.495 -0.435 0.944
H 1.663 -1.043 -1.098
H -0.223 0.478 1.454
H -0.034 0.128 -1.621
H -1.238 -1.299 -1.001
H -1.438 0.894 1.137
S -1.799 1.151 -0.509
*
```

=====

# 3
Here is an isolated molecule of C4H8S from OMol25. Energies are from ωB97M-V with the def2-TZVPD basis set.

M: 88.175 u
HOMO energy: -8.857 eV
SMILES: CC1(C)CS1
E: -555.23136 Eh
Relative energy (zero: lowest compared OMol25 entry of this formula, charge and spin): 363.8 kJ/mol
Orbital gap: 9.76 eV

Geometry as ORCA input:
```
! RIJCOSX wB97M-V def2-TZVPD def2/J DEFGRID3
* xyz 0 1
C 1.040 -0.972 -0.496
C -0.278 -0.001 0.004
C 0.330 1.374 0.022
C -1.370 -0.513 0.819
S -1.995 0.044 -0.688
H 1.106 -0.622 -1.712
H 1.893 -0.873 -0.004
H 0.638 -1.928 -0.505
H -0.489 1.775 0.780
H 1.493 1.795 0.173
H 0.283 1.539 -1.237
H -1.557 -0.035 1.671
H -1.094 -1.582 1.171
*
```

=====

Repeat the first record exactly.
Here is an isolated molecule of C4H8OS3 from OMol25. Energies are from ωB97M-V with the def2-TZVPD basis set.

M: 168.308 u
HOMO energy: -8.806 eV
SMILES: C[C@@](O)(CS)C(=S)S
E: -1426.99828 Eh
Relative energy (zero: lowest compared OMol25 entry of this formula, charge and spin): 34.2 kJ/mol
Orbital gap: 8.57 eV

Geometry as ORCA input:
```
! RIJCOSX wB97M-V def2-TZVPD def2/J DEFGRID3
* xyz 0 1
C -0.489 0.159 1.830
C -0.283 -0.202 0.341
O -0.492 -1.580 0.156
C -1.246 0.605 -0.566
S -2.976 0.110 -0.385
C 1.174 0.139 -0.041
S 1.679 1.692 -0.143
S 2.275 -1.153 -0.369
H -0.285 1.181 2.048
H 0.178 -0.429 2.455
H -1.492 -0.050 2.129
H -1.358 -1.788 0.523
H -1.173 1.693 -0.354
H -0.969 0.472 -1.612
H -2.962 -0.872 -1.303
H 1.415 -2.158 -0.170
*
```